Entry 1:
# H5ISi2

An isolated molecule of H5ISi2 in a non-equilibrium geometry (ωB97M-V/def2-TZVPD, OMol25).

Element x y z (Å)
Si -1.05799 -0.82957 -0.03580
Si 0.54568 0.85392 -0.03631
I 2.82282 -0.11390 -0.01822
H -1.32474 -1.48991 -1.34088
H -0.23376 -1.79373 0.69741
H -2.37091 -0.14789 0.42661
H 0.73509 1.65060 1.25556
H 0.88380 1.87050 -0.94838

Properties
SMILES string = [SiH3][SiH2]I
Energy relative to the best compared isomer or geometry (same formula, charge and spin) = 10.95 kcal/mol
HOMO-LUMO gap = 0.35598 Ha
LUMO energy = 0.37 eV
Multiplicity = 1
Largest force on an atom = 2.1 eV/A

---

Entry 2:
# C5H12N2O

A cluster of 2 separate species, C5H12N2O in total in a non-equilibrium geometry (ωB97M-V/def2-TZVPD, OMol25).

Element x y z (Å)
N 0.99573 0.57880 2.83129
C 0.63547 0.51608 1.56022
C -0.70955 -0.10343 1.32162
N -1.30742 -0.01744 0.08693
C -0.62859 0.65398 -1.03551
C 0.37434 -0.27124 -1.72384
C -0.10709 -1.69536 -2.01036
O -1.22327 -0.71664 2.21798
H 1.97260 0.83521 2.95614
H 0.40582 1.10304 3.47585
H 1.52273 0.41432 0.94327
H 0.43210 2.35244 1.32860
H -2.25849 0.25719 0.30800
H -0.04259 1.47286 -0.60417
H -1.38817 0.99518 -1.72917
H 0.69987 0.18107 -2.65853
H 1.25870 -0.37371 -1.08081
H 0.72166 -2.27936 -2.40477
H -0.39823 -2.19675 -1.08899
H -0.95562 -1.70624 -2.69375

Properties
Energy relative to the best compared isomer or geometry (same formula, charge and spin) = 70.61 kcal/mol
HOMO-LUMO gap (spin up / spin down) = 0.30100 / 0.23220 Ha
LUMO energy (spin up / spin down) = -6.06 / -7.98 eV
Multiplicity = 2
Charge = +1
Largest force on an atom = 2.4 eV/A

---

Entry 3:
# C33H41N6SeSr

A structure of composition C33H41N6SeSr in a non-equilibrium geometry (ωB97M-V/def2-TZVPD, OMol25).

Element x y z (Å)
Sr -0.35212 2.54602 1.44036
C -4.14864 6.07023 -1.60198
C -5.05851 5.12026 -1.14554
C -4.63495 4.05131 -0.37468
C -3.28789 3.92750 -0.05130
C -2.38110 4.87160 -0.51479
C -2.80535 5.94088 -1.29055
N -2.75214 2.87305 0.77013
N -3.54062 1.94278 1.00394
C -3.10019 0.84746 1.79452
C -4.12784 -0.05661 2.08706
C -3.84481 -1.19707 2.81493
C -2.53720 -1.43068 3.22719
C -1.52886 -0.51488 2.92429
C -1.76302 0.66088 2.19821
H -4.48679 6.91003 -2.19506
H -6.10924 5.21923 -1.39245
H -5.33225 3.31224 -0.00708
H -1.32303 4.76692 -0.28938
H -2.08797 6.66921 -1.65083
H -5.13656 0.16326 1.74858
H -4.63051 -1.90248 3.06130
H -2.30328 -2.33372 3.78455
H -0.52237 -0.73882 3.27497
C -1.71689 -2.46342 -3.59098
C -2.98978 -1.60689 -3.66477
C -2.85609 -0.21586 -3.03131
C -2.91179 -0.18140 -1.50874
N -1.81101 -0.88571 -0.84103
C -0.53440 -0.45717 -0.75201
Se 0.11091 1.15195 -1.42572
N 0.15653 -1.39338 -0.05391
C 1.58489 -1.38389 0.24177
C 2.32146 -2.52175 -0.46634
C 2.28517 -2.42425 -1.99099
C 3.09904 -1.25533 -2.54537
C -0.71105 -2.40577 0.35696
C -0.51116 -3.53125 1.14389
C -1.61571 -4.33043 1.39060
C -2.87301 -4.01549 0.86097
C -3.06425 -2.88672 0.08388
C -1.95839 -2.08249 -0.14440
H -1.77448 -3.30540 -4.28366
H -1.54851 -2.87805 -2.59467
H -0.84006 -1.86687 -3.86532
H -3.82848 -2.14354 -3.20597
H -3.24771 -1.46848 -4.71622
H -3.67091 0.42694 -3.37514
H -1.92776 0.24624 -3.36693
H -3.82993 -0.65412 -1.16370
H -2.91420 0.84742 -1.15635
H 1.70065 -1.46232 1.32587
H 1.96790 -0.41703 -0.07295
H 1.89607 -3.47769 -0.15451
H 3.36238 -2.50992 -0.12467
H 1.24514 -2.34484 -2.32560
H 2.67244 -3.35819 -2.40231
H 2.66551 -0.29066 -2.27112
H 3.13749 -1.29543 -3.63601
H 4.13094 -1.29166 -2.17782
H 0.45862 -3.77654 1.55920
H -1.50365 -5.21516 2.00507
H -3.71453 -4.66452 1.07057
H -4.04036 -2.64745 -0.32008
N 2.09205 1.86704 1.91755
C 3.22111 1.63032 2.06340
N 4.49337 1.36544 2.21411
C 5.50290 2.45411 2.10124
C 6.88866 1.83443 2.00445
C 6.93014 0.76798 0.90550
C 5.87965 -0.35061 1.13930
C 4.97571 -0.02909 2.32092
H 5.42593 3.12128 2.95909
H 5.29511 3.03144 1.19973
H 7.17786 1.40389 2.96527
H 7.59771 2.63366 1.79230
H 7.93001 0.34185 0.84428
H 6.73784 1.25579 -0.05265
H 6.35905 -1.31225 1.32980
H 5.26188 -0.46797 0.24790
H 5.50905 -0.13491 3.26335
H 4.11621 -0.69447 2.35784

Properties
Energy relative to the best compared isomer or geometry (same formula, charge and spin) = 5.14 kcal/mol
HOMO-LUMO gap = 0.27789 Ha
LUMO energy = -2.82 eV
Multiplicity = 1
Charge = +1
Largest force on an atom = 1.0 eV/A

---

Entry 4:
# C20H38Ge2MnN2

A structure of composition C20H38Ge2MnN2 (ωB97M-V/def2-TZVPD, OMol25).

Element x y z (Å)
Mn 0.83966 1.47633 -0.54657
N 3.01712 1.34014 -0.27985
C 4.01402 2.46502 -0.17946
C 3.56147 3.57904 0.75347
C 2.83945 4.73226 0.05494
C 1.63838 4.31994 -0.77401
N 0.63625 3.56771 0.05527
H 3.07219 0.81172 0.59110
H 3.36757 0.68972 -0.98017
H 4.18128 2.83942 -1.18959
H 4.95417 2.03863 0.16568
H 4.43341 3.98846 1.26238
H 2.95084 3.14460 1.55475
H 3.53783 5.24475 -0.60955
H 2.52762 5.47300 0.79579
H 1.96333 3.68379 -1.60553
H 1.16574 5.18821 -1.22857
H -0.29374 3.92930 -0.12757
H 0.80386 3.76224 1.03898
C -3.57385 1.66111 2.06891
C -2.10268 1.99776 1.79990
Ge -1.44915 0.88912 0.34346
C -1.57865 1.82330 -1.46184
C -2.73487 1.20292 -2.25435
C -2.30437 -0.81903 0.19968
C -1.44203 -1.84348 0.15293
Ge 0.36602 -1.14278 0.23770
C 1.48893 -1.45066 1.79666
C 1.39640 -2.86684 2.37911
C 1.28693 -1.14062 -1.53136
C 0.91150 -2.36901 -2.37619
C -1.75500 -3.28595 0.05492
C -0.73265 -4.22960 0.05379
C -1.00145 -5.58675 -0.04077
C -2.31611 -6.01448 -0.13347
C -3.35081 -5.08604 -0.12925
C -3.07375 -3.73346 -0.03563
H -3.95575 2.27647 2.88291
H -3.69788 0.61794 2.35889
H -4.20355 1.84730 1.19715
H -1.48915 1.82207 2.68446
H -1.98125 3.04899 1.52774
H -0.67639 1.76747 -2.11020
H -1.74569 2.88755 -1.28932
H -2.57786 0.13941 -2.43052
H -2.85180 1.69718 -3.21843
H -3.67231 1.31492 -1.70843
H -3.38265 -0.95953 0.17906
H 1.17940 -0.71525 2.54185
H 2.52175 -1.21679 1.52099
H 0.36522 -3.15556 2.58056
H 1.94507 -2.91256 3.31939
H 1.83092 -3.61055 1.71236
H 2.36628 -1.10202 -1.37508
H 1.01114 -0.25143 -2.12680
H 1.31630 -3.27916 -1.93682
H 1.32228 -2.27609 -3.38138
H -0.16821 -2.48842 -2.45858
H 0.30071 -3.90900 0.13260
H -0.19250 -6.30532 -0.03852
H -2.53755 -7.07098 -0.20601
H -4.37754 -5.41986 -0.19886
H -3.89383 -3.02663 -0.03473

Properties
Energy relative to the best compared isomer or geometry (same formula, charge and spin) = 9.16 kcal/mol
HOMO-LUMO gap (spin up / spin down) = 0.29366 / 0.24867 Ha
LUMO energy (spin up / spin down) = -5.75 / -6.98 eV
Multiplicity = 6
Charge = +2
Largest force on an atom = 0.8 eV/A